Entry from the Open Molecules 2025 dataset: an isolated molecule of C20H19N3O5S in a non-equilibrium geometry (the ωB97M-V functional and the def2-TZVPD basis).

Output
maximum force	1.55	eV/Å
SMILES	COc1ccc(-c2nnc(S[C@@H](C)C(=O)Nc3ccc4c(c3)OCCO4)o2)cc1
frontier orbital gap	0.30911	hartree
HOMO level	-8.00	eV
energy relative to the best compared isomer or geometry (same formula, charge and spin)	1.445	eV

Structure (XYZ):
```
48
Properties=species:S:1:pos:R:3:nbo_charge:R:1
C 4.683 1.354 1.741 -0.26
O 4.151 1.772 0.504 -0.49
C 2.806 1.853 0.372 0.33
C 1.892 1.673 1.408 -0.33
C 0.537 1.721 1.148 -0.08
C 0.074 1.929 -0.148 -0.19
C -1.331 1.837 -0.444 0.48
N -1.868 1.698 -1.624 -0.31
N -3.186 1.526 -1.444 -0.31
C -3.402 1.565 -0.167 0.26
S -4.903 1.253 0.657 0.28
C -5.011 -0.560 0.259 -0.38
C -5.352 -0.787 -1.200 -0.65
C -3.704 -1.141 0.795 0.66
O -3.596 -1.443 1.962 -0.60
N -2.701 -1.209 -0.121 -0.64
C -1.327 -1.360 0.117 0.22
C -0.787 -1.440 1.398 -0.28
C 0.581 -1.520 1.559 -0.22
C 1.432 -1.525 0.464 0.19
C 0.894 -1.438 -0.823 0.31
C -0.481 -1.357 -0.986 -0.32
O 1.674 -1.435 -1.946 -0.50
C 3.049 -1.240 -1.691 -0.10
C 3.490 -2.045 -0.470 -0.10
O 2.788 -1.618 0.677 -0.50
O -2.266 1.773 0.532 -0.41
C 0.988 2.143 -1.183 -0.13
C 2.335 2.122 -0.920 -0.28
H 4.477 2.079 2.534 0.18
H 5.759 1.286 1.589 0.20
H 4.290 0.373 2.026 0.19
H 2.225 1.482 2.415 0.23
H -0.169 1.568 1.949 0.22
H -5.814 -0.898 0.918 0.25
H -4.712 -0.195 -1.855 0.24
H -5.256 -1.844 -1.447 0.22
H -6.379 -0.482 -1.383 0.23
H -2.935 -1.033 -1.090 0.41
H -1.437 -1.442 2.256 0.26
H 1.014 -1.586 2.544 0.23
H -0.869 -1.272 -1.989 0.23
H 3.577 -1.565 -2.588 0.20
H 3.245 -0.176 -1.511 0.19
H 4.550 -1.891 -0.262 0.20
H 3.299 -3.112 -0.647 0.18
H 0.616 2.312 -2.181 0.24
H 3.059 2.296 -1.702 0.23
```